1.
The following is a quantum chemistry calculation of a structure of composition C3HLiO4V in a non-equilibrium geometry, from the OMol25 dataset.

Geometry (Å):
O  2.0293  0.7531  -0.0611
C  1.7058  -0.4724  -0.4471
O  0.4035  -0.7792  -0.1523
O  2.5792  -1.2278  -0.0575
V  0.5361  2.1323  0.1632
C  -0.4509  0.2280  0.0276
C  -1.7772  -0.0855  0.0805
O  -2.9149  -0.1705  0.0635
Li  -5.0976  -0.6829  -0.0783
H  2.9867  0.3049  0.4614

Values from the calculation:
spin multiplicity: 5
expectation value of S²: 6.015
LUMO level (spin up / spin down): -14.3 / -15.8 eV
net charge: +3
HOMO energy (spin up / spin down): -22.80 / -23.82 eV

***

2.
The following is a quantum chemistry calculation of a cluster of 3 separate species, C5H15N2O in total in a non-equilibrium geometry, from the OMol25 dataset.

Geometry (Å):
C  0.7497  1.8180  0.7665
C  -0.7578  1.6457  0.4458
C  -0.9650  0.3514  -0.2717
C  -0.4310  0.2842  -1.5795
N  0.2886  -0.7928  -2.0297
C  -1.6003  -0.9060  0.3424
N  1.2367  0.6179  1.3994
H  -0.1686  -3.3010  2.6300
H  1.2981  2.2657  -0.1046
H  -1.1572  2.4593  -0.2618
H  -1.3506  1.6699  1.3856
H  -0.6931  1.0562  -2.2749
H  0.5727  -0.8245  -3.0004
H  0.7607  -1.4192  -1.2440
H  -2.7152  -0.8800  0.4047
H  -1.1320  -1.2494  1.2411
H  -1.2568  -1.7642  -0.4048
H  -0.4104  -2.6632  2.4864
H  2.2102  0.6407  1.6433
H  0.7300  2.7154  1.4760
H  1.5328  -2.4809  0.1195
H  0.9765  -0.3925  0.7607
O  1.0188  -1.7210  0.1668

Values from the calculation:
LUMO level: -7.7 eV
net charge: +1
HOMO energy: -12.67 eV

***

3.
The following is a quantum chemistry calculation of an isolated molecule of C5H7N3O2 in a non-equilibrium geometry, from the OMol25 dataset.

Geometry (Å):
O  -0.3888  -0.8402  -3.6906
N  -0.2465  -0.8963  0.9117
O  -0.0021  -0.1508  2.2140
C  -0.1924  -0.3921  -2.5732
C  0.7016  0.9537  -0.2250
C  0.7710  1.5583  -1.4345
C  0.0787  -0.3025  -0.1802
N  0.2948  0.8691  -2.5492
N  -0.2281  -0.9859  -1.3241
C  -0.4604  -0.6558  3.3892
H  0.9548  1.5199  0.7077
H  1.3745  2.4250  -1.6431
H  -0.1717  1.4619  -3.2760
H  -0.4802  -1.9798  -1.2719
H  -1.2371  -1.3624  3.0101
H  0.2239  -1.2773  3.9882
H  -0.9921  0.0551  3.9470

Values from the calculation:
SMILES: CO/N=c1\cc[nH]c(=O)[nH]1
LUMO level: 0.5 eV
net charge: 0
HOMO energy: -8.56 eV

***

4.
The following is a quantum chemistry calculation of a cluster of 9 separate species, C36H93F6N5O16P in total in a non-equilibrium geometry, from the OMol25 dataset.

Geometry (Å):
P  -0.5567  1.3965  0.1954
F  -0.4186  1.1477  1.7892
F  0.9882  1.0494  -0.1399
F  -1.0242  -0.1563  -0.0272
F  -0.8829  1.6341  -1.3265
F  -2.0973  1.9071  0.3464
F  -0.1277  2.9473  0.2040
C  -3.1107  0.2886  -2.9860
O  -2.0452  -0.5524  -3.4190
C  -2.4355  -1.8588  -3.6430
C  -1.4359  -2.8069  -4.3292
N  -0.4035  -3.2364  -3.4049
C  0.6510  -4.1004  -4.0132
C  0.2595  -5.4283  -4.6896
O  -0.3775  -6.3009  -3.7479
C  -0.6525  -7.5769  -4.3730
H  -3.8747  0.3362  -3.7619
H  -2.8129  1.3371  -2.9895
H  -3.5211  0.0273  -2.0105
H  -3.3098  -1.8354  -4.2934
H  -2.7163  -2.2661  -2.6717
H  -1.0753  -2.1838  -5.1477
H  -1.8897  -3.7219  -4.7097
H  -0.7797  -3.7930  -2.6508
H  1.4893  -4.1995  -3.3236
H  1.0869  -3.4798  -4.7961
H  1.1571  -5.9328  -5.0473
H  -0.2289  -5.2634  -5.6500
H  -1.1275  -7.4380  -5.3442
H  -1.2529  -8.1754  -3.6879
H  0.3220  -8.0054  -4.6071
C  2.1634  2.6932  -2.5300
O  2.8145  1.6755  -3.2376
C  4.1811  1.5373  -2.8847
C  4.9693  0.3530  -3.6432
N  4.1891  -0.9282  -3.8032
C  5.0582  -1.9347  -4.3771
C  4.4204  -3.3827  -4.4622
O  4.2009  -3.8402  -3.1463
C  4.0509  -5.2946  -3.0900
H  2.2615  2.4735  -1.4669
H  1.1135  2.6048  -2.8096
H  2.5242  3.6693  -2.8541
H  4.3081  1.4607  -1.8048
H  4.6968  2.4918  -2.9900
H  5.9255  0.1524  -3.1599
H  5.1303  0.6672  -4.6744
H  3.9236  -1.2167  -2.8724
H  5.9957  -2.1233  -3.8540
H  5.3602  -1.5837  -5.3639
H  5.0331  -4.1008  -5.0072
H  3.5481  -3.2490  -5.1021
H  3.2211  -5.7202  -3.6543
H  3.7183  -5.4712  -2.0671
H  4.9337  -5.9293  -3.1670
C  -2.4895  -2.2611  1.7378
O  -1.1399  -2.7309  2.0083
C  -0.5032  -2.3195  3.2418
C  0.4372  -3.4340  3.7308
N  -0.4494  -4.5353  3.9823
C  0.2371  -5.7282  4.3688
C  0.6626  -6.5737  3.1767
O  -0.4071  -7.2056  2.4222
C  -0.7795  -8.4068  2.9205
H  -2.5038  -1.2079  2.0183
H  -3.2118  -2.7369  2.4010
H  -2.7896  -2.5130  0.7206
H  -1.2391  -2.0958  4.0142
H  0.0960  -1.4570  2.9503
H  0.9238  -3.0771  4.6385
H  1.1566  -3.6889  2.9526
H  -0.9906  -4.5858  3.1310
H  -0.4367  -6.3221  4.9864
H  1.2113  -5.5360  4.8183
H  1.3633  -7.3694  3.4299
H  1.2416  -6.0316  2.4290
H  -0.8947  -8.3316  4.0018
H  -0.0226  -9.1783  2.7792
H  -1.7075  -8.7301  2.4490
C  -5.1481  -2.1265  -0.4829
O  -5.0645  -1.2556  0.6835
C  -4.7678  0.0892  0.4259
C  -4.9751  0.9030  1.7126
N  -4.6171  2.3040  1.5465
C  -4.5602  3.0511  2.7756
C  -4.0682  4.4704  2.5335
O  -5.0945  5.4015  2.2927
C  -4.6139  6.6899  1.9734
H  -5.1976  -3.1488  -0.1082
H  -4.2175  -2.0792  -1.0484
H  -6.0198  -1.8913  -1.0936
H  -5.3813  0.5872  -0.3250
H  -3.7102  0.1580  0.1709
H  -4.3426  0.4000  2.4441
H  -5.9977  0.8557  2.0870
H  -3.7314  2.2546  1.0637
H  -3.8969  2.6210  3.5261
H  -5.5730  3.1500  3.1661
H  -3.2818  4.4639  1.7787
H  -3.5379  4.7661  3.4387
H  -5.4631  7.3527  1.8072
H  -4.0905  6.7085  1.0175
H  -4.0383  7.1511  2.7759
C  -0.9031  7.9244  3.8936
O  -0.2973  7.2245  2.7731
C  0.8859  7.8609  2.2700
C  1.2496  7.1137  0.9668
N  0.2500  7.1821  -0.1107
C  0.5197  6.0919  -1.0887
C  -0.4759  6.2228  -2.2946
O  -1.8837  6.1820  -2.0239
C  -2.3686  4.9361  -1.6438
H  -1.8296  7.4883  4.2671
H  -1.0642  8.9757  3.6548
H  -0.1677  7.8316  4.6927
H  1.6871  7.7449  2.9998
H  0.7230  8.9134  2.0381
H  1.4077  6.0802  1.2749
H  2.2710  7.3971  0.7127
H  -0.6828  7.0603  0.2569
H  0.4710  5.0974  -0.6453
H  1.5425  6.1881  -1.4530
H  -0.2321  5.5088  -3.0813
H  -0.2429  7.0660  -2.9448
H  -1.9457  4.5756  -0.7061
H  -2.0258  4.2339  -2.4037
H  -3.4523  4.9498  -1.5273
C  -0.6855  3.4969  3.7853
C  0.7763  3.0682  3.5126
O  1.2183  3.5671  2.2450
O  -0.7529  4.8347  4.1997
H  -1.0456  2.8667  4.5985
H  -1.1863  3.3312  2.8314
H  0.8790  1.9833  3.5332
H  1.3782  3.4937  4.3156
H  0.6740  3.2008  1.5443
H  -0.3624  5.4798  3.6056
C  2.1225  -2.5447  -0.6226
C  2.5143  -3.6782  0.2909
O  3.7311  -3.5070  0.9129
O  3.1811  -2.1007  -1.3692
H  1.9023  -1.7278  0.0646
H  1.1695  -2.7104  -1.1252
H  2.4646  -4.5640  -0.3423
H  1.7306  -3.8123  1.0365
H  3.7396  -2.6005  1.2288
H  3.5592  -2.8414  -1.8488
C  3.7242  0.3560  1.7488
C  3.2372  -0.0389  3.1627
O  3.2764  -1.4587  3.4477
O  5.0987  0.1078  1.6564
H  3.4940  1.4069  1.5737
H  3.1603  -0.3310  1.1178
H  2.2086  0.2254  3.4083
H  3.9233  0.5031  3.8135
H  4.1142  -1.7118  3.8422
H  5.4050  0.2726  0.7616

Values from the calculation:
LUMO level: 2.1 eV
net charge: -1
HOMO energy: -6.18 eV

***

5.
The following is a quantum chemistry calculation of a structure of composition C32H68NO20S in a non-equilibrium geometry, from the OMol25 dataset.

Geometry (Å):
N  -53.2443  -18.0126  34.8458
H  -53.6809  -17.0943  34.4975
H  -52.1863  -17.9352  35.2414
H  -53.2864  -18.5046  33.9522
H  -53.7939  -18.5268  35.5539
S  -51.8248  -16.4255  37.2347
O  -51.0461  -15.2667  37.7104
O  -52.6678  -16.0664  36.1332
O  -50.9590  -17.3897  36.7853
O  -52.5089  -16.9419  38.3719
O  -47.0832  -14.5688  37.0582
C  -47.0175  -15.1895  36.0608
O  -47.8165  -16.1470  35.5158
C  -48.9145  -16.8182  36.2829
C  -48.2438  -18.0141  37.0793
C  -45.9752  -15.0591  35.0683
H  -49.7849  -17.1839  35.5490
H  -49.5023  -16.0773  36.9321
H  -48.9437  -18.5326  37.7809
H  -47.6368  -17.7252  37.8217
H  -47.8067  -18.5538  36.3813
H  -46.0685  -14.7219  34.0689
H  -45.0884  -16.0218  34.7683
H  -45.3897  -14.2818  35.4993
O  -53.7030  -20.6081  32.3031
C  -53.8518  -20.8766  31.0544
O  -53.0840  -20.7431  30.0173
C  -51.8114  -20.0352  30.3403
C  -50.6829  -20.5183  29.4394
C  -55.1276  -21.5360  30.6338
H  -51.4574  -20.0177  31.4476
H  -52.0135  -18.9884  30.4252
H  -49.7346  -20.1128  29.5097
H  -50.8767  -20.4778  28.3995
H  -50.4891  -21.6094  29.6989
H  -55.6294  -21.2619  29.7104
H  -55.9645  -21.4553  31.4788
H  -54.9705  -22.5652  30.4034
O  -50.2718  -18.7032  33.5470
C  -49.5434  -19.6821  33.5597
O  -49.6078  -20.6873  34.4413
C  -50.4567  -20.6313  35.5669
C  -50.1732  -21.7762  36.4836
C  -48.6021  -20.0232  32.4378
H  -51.6173  -20.4982  35.4431
H  -50.2550  -19.6591  36.1980
H  -50.1818  -22.6309  35.8264
H  -50.9549  -21.8629  37.3851
H  -49.0214  -21.5018  36.9906
H  -48.8506  -19.5648  31.4946
H  -48.4077  -20.9125  31.9138
H  -47.5120  -19.7235  32.8161
O  -52.3017  -15.0272  33.4089
C  -51.8914  -14.0729  34.0711
O  -51.6281  -12.8035  33.6517
C  -52.0657  -12.4546  32.3406
C  -50.9940  -11.4742  31.7548
C  -51.3863  -14.3202  35.5029
H  -52.9441  -12.2192  32.3721
H  -52.0070  -13.4203  31.5680
H  -50.0997  -11.8928  31.6642
H  -50.9806  -10.6307  32.4676
H  -51.3257  -11.1910  30.7517
H  -52.0276  -13.6208  36.1514
H  -50.2768  -13.9843  35.6465
H  -51.7681  -15.3332  35.8122
O  -53.0454  -20.7353  34.8132
C  -52.6806  -21.8212  35.3250
O  -52.1278  -22.0744  36.4609
C  -52.1160  -21.1271  37.4736
C  -51.6662  -21.5443  38.7984
C  -52.8812  -23.1094  34.4584
H  -53.2114  -20.6218  37.6069
H  -51.3849  -20.1669  37.1523
H  -51.1618  -20.8790  39.5308
H  -51.0563  -22.2871  38.5651
H  -52.2920  -21.9436  39.4822
H  -53.8899  -23.7040  34.8300
H  -52.1198  -23.8439  34.6828
H  -52.9350  -22.8900  33.2589
O  -57.6232  -17.9487  35.3411
C  -57.1948  -17.1337  36.1151
O  -57.8865  -16.2696  36.8889
C  -59.2921  -16.5643  36.9833
C  -59.9699  -15.5828  37.9360
C  -55.6880  -16.8833  36.2112
H  -59.6014  -17.5748  37.3495
H  -59.8640  -16.4361  36.0553
H  -60.0320  -14.5055  37.6043
H  -59.6102  -15.7260  39.0523
H  -60.9378  -16.0357  37.9965
H  -55.3326  -17.5995  37.0775
H  -55.5553  -15.7116  36.6533
H  -55.0136  -16.9231  35.2524
O  -53.8253  -17.1116  31.8248
C  -54.5198  -17.8958  31.0158
O  -55.4794  -18.7744  31.3644
C  -55.6638  -19.0907  32.6616
C  -56.6626  -20.1354  32.7984
C  -54.4035  -17.7840  29.4840
H  -55.8592  -18.1866  33.3735
H  -54.7812  -19.5501  33.0674
H  -56.2772  -20.9676  32.2389
H  -57.7690  -19.8869  32.4598
H  -56.8734  -20.4409  33.7855
H  -53.5295  -18.2872  29.2078
H  -54.3607  -16.5472  29.2495
H  -55.2304  -18.3296  29.0257
O  -55.9181  -12.3300  33.8162
C  -54.8983  -12.9620  33.7534
O  -54.2506  -13.2668  32.5774
C  -54.8790  -12.6771  31.3883
C  -54.1674  -13.1861  30.2274
C  -54.2822  -13.6872  34.8617
H  -54.7667  -11.5093  31.4739
H  -55.9779  -12.9265  31.4084
H  -53.1654  -13.1072  30.2560
H  -54.4819  -12.5917  29.4010
H  -54.5021  -14.1800  29.9893
H  -53.8644  -14.6150  34.6524
H  -54.8908  -13.5194  35.7870
H  -53.4486  -13.1128  34.8911

Values from the calculation:
LUMO level: 1.8 eV
net charge: -1
HOMO energy: -3.98 eV

***

Number 1: total energy -37171.6499 eV. Number 2: total energy -10442.8134 eV. Number 3: total energy -13861.1648 eV. Number 4: total energy -104642.6280 eV. Number 5: total energy -87538.7214 eV.